No. 1
This record from OMol25 describes an isolated molecule of C10H10O3 at a distorted geometry. The level of theory is the ωB97M-V functional and the def2-TZVPD basis.

The geometry in ORCA input format:
```
! wB97M-V def2-TZVPD RIJCOSX def2/J DEFGRID3
* xyz 0 1
C -0.7114 -3.1316 2.0510
C 0.3156 -1.4845 0.5306
C 0.5866 -0.0770 0.9987
C 0.2414 0.9489 0.0248
C 0.7198 2.3334 0.4687
C 0.5641 3.5680 -0.1899
C -0.6315 3.6805 -0.9885
C -0.0585 0.6153 -1.2086
C 0.0902 -0.6725 -1.6050
C 0.0780 -1.7758 -0.8190
H -1.2359 -2.3992 2.7693
H -1.1475 -3.6503 1.1953
H -0.2937 -4.1867 2.6784
H 1.2095 0.0662 1.9181
H 1.2741 2.3176 1.3866
H 1.1051 4.3725 0.2417
H -1.4293 2.6703 -0.9275
H -0.2411 1.4577 -1.9727
H 0.3551 -0.8153 -2.7341
H -0.1777 -3.1517 -2.3461
O 0.4476 -2.3782 1.4794
O -0.8608 4.7265 -1.6574
O -0.1995 -3.0342 -1.2939
*
```

The orbital gap comes out at 8.3 eV. The HOMO energy comes out at -8.612 eV. The strongest force on any atom is 0.1508 hartree/bohr. Its SMILES is COc1cc(/C=C\C=O)ccc1O.


No. 2
This record from OMol25 describes a cluster of 2 separate species, C3H12N2 in total at a distorted geometry. The level of theory is the ωB97M-V functional and the def2-TZVPD basis.

The geometry in ORCA input format:
```
! wB97M-V def2-TZVPD RIJCOSX def2/J DEFGRID3
* xyz 3 2
C -0.0697 -0.3836 -0.3537
C -0.5174 -0.1370 0.9833
C 0.9389 0.7617 1.2865
N 1.5916 1.1971 0.0768
N -1.7747 -1.2382 -1.3228
H -0.3759 0.3673 -1.0599
H 0.6601 -1.0888 -0.7144
H -1.4292 0.5534 1.1235
H -0.5303 -1.0559 1.5375
H 1.5573 0.0042 1.8693
H 0.5952 1.5553 1.9409
H 2.5872 1.5312 0.3868
H 1.2696 1.9684 -0.5551
H 1.7490 0.4026 -0.6732
H -1.8541 -2.1583 -0.9814
H -2.7454 -0.9139 -1.1878
H -1.6523 -1.3654 -2.3563
*
```

The orbital gap (alpha / beta) comes out at 11.9 / 7.0 eV. The HOMO energy (alpha / beta) comes out at -27.625 / -27.419 eV. The strongest force on any atom is 0.0977 hartree/bohr.


No. 3
This record from OMol25 describes an isolated molecule of C3H3NO2 at a distorted geometry. The level of theory is the ωB97M-V functional and the def2-TZVPD basis.

The geometry in ORCA input format:
```
! wB97M-V def2-TZVPD RIJCOSX def2/J DEFGRID3
* xyz 0 1
C -0.0579 0.7640 0.0122
C 1.1024 -0.1216 0.0020
C 2.2709 -0.5324 -0.0500
H -1.8391 -1.3250 0.9222
H -1.9976 1.0317 -0.6274
H 3.1992 -1.0167 -0.1532
N -1.3824 0.3003 -0.0562
O -1.4141 -1.0683 -0.0917
O 0.1186 1.9681 0.0422
*
```

The orbital gap comes out at 10.5 eV. The HOMO energy comes out at -10.057 eV. The strongest force on any atom is 0.1004 hartree/bohr. Its SMILES is C#CC(=O)NO.


No. 4
This record from OMol25 describes a cluster of 10 separate species, C20H65O25P5 in total at a distorted geometry. The level of theory is the ωB97M-V functional and the def2-TZVPD basis.

The geometry in ORCA input format:
```
! wB97M-V def2-TZVPD RIJCOSX def2/J DEFGRID3
* xyz 0 1
C -3.4064 7.1275 0.7507
O -2.0513 6.7789 0.7925
H -3.6917 7.0289 -0.2967
H -4.0263 6.3932 1.2651
H -3.5364 8.1261 1.1678
H -2.0159 5.8285 0.9233
C -0.0779 1.6481 -0.4155
O -0.8994 2.1968 0.5383
H -0.0112 2.2377 -1.3299
H 0.9242 1.5706 0.0064
H -0.3690 0.6081 -0.5629
H -1.7393 1.8376 0.2433
C 4.8166 2.0275 5.1298
O 5.3669 0.7537 4.8186
H 4.7010 2.0367 6.2136
H 5.5320 2.7703 4.7768
H 3.8797 2.1976 4.5994
H 5.5816 0.7297 3.8832
C 4.7739 3.0146 -3.5352
O 4.8249 2.3236 -4.7948
H 4.9952 2.2830 -2.7581
H 5.4564 3.8611 -3.4599
H 3.8415 3.5172 -3.2783
H 3.9442 1.9750 -4.9509
C 0.0961 -0.6518 -6.6349
O 0.2521 0.7392 -6.5837
H -0.9549 -0.9382 -6.6732
H 0.5965 -1.1668 -7.4549
H 0.4947 -1.0745 -5.7126
H -0.3609 1.0883 -7.2350
C 6.3250 -5.0575 0.6393
O 6.4456 -4.6448 -0.6991
P 6.7036 -3.0907 -1.0492
O 5.8032 -2.1206 -0.3477
O 8.3117 -2.9077 -0.6751
C 8.9417 -1.6546 -0.9141
O 6.6386 -3.0255 -2.6724
C 7.4359 -3.7870 -3.5213
H 5.2869 -5.3629 0.7697
H 6.4271 -4.3197 1.4351
H 7.0394 -5.8482 0.8686
H 9.8933 -1.7993 -1.4255
H 9.1693 -1.2459 0.0704
H 8.3109 -0.9933 -1.5082
H 7.8254 -3.1299 -4.2989
H 6.9638 -4.5760 -4.1066
H 8.2113 -4.3183 -2.9695
C -2.6673 -9.6213 -3.3688
O -2.1655 -8.8534 -2.2594
P -2.9757 -7.6395 -1.5307
O -4.3778 -7.9262 -1.1447
O -1.9839 -7.1498 -0.3251
C -1.7952 -8.0623 0.7469
O -2.7001 -6.4004 -2.5594
C -3.5819 -5.3140 -2.6490
H -2.2336 -9.2778 -4.3080
H -3.7376 -9.4774 -3.5165
H -2.5944 -10.6909 -3.1719
H -2.3677 -8.9865 0.6675
H -1.8617 -7.6407 1.7498
H -0.7314 -8.2719 0.6355
H -3.9653 -5.2506 -3.6674
H -3.1189 -4.3612 -2.3924
H -4.3552 -5.5376 -1.9140
C 3.2566 -6.4238 7.8194
O 2.2792 -5.9483 6.9365
P 1.1401 -4.9752 7.5770
O 1.6858 -3.8809 8.4485
O 0.3032 -4.4556 6.2443
C 1.0692 -3.6543 5.3063
O 0.1585 -5.9610 8.3204
C -1.0784 -5.5494 8.8798
H 3.5654 -7.4363 7.5594
H 3.1068 -6.4095 8.8990
H 4.1224 -5.7843 7.6478
H 2.0820 -3.4596 5.6589
H 0.6246 -2.6686 5.1692
H 1.0743 -4.1620 4.3418
H -1.7718 -5.7562 8.0646
H -1.0828 -4.4751 9.0642
H -1.4293 -6.0625 9.7751
C -9.1354 2.3794 1.1051
O -8.6961 1.0825 1.3192
P -7.1503 0.8234 1.7554
O -6.1637 1.3491 0.7813
O -7.0464 -0.7441 2.1124
C -5.7476 -1.2210 2.5693
O -7.1129 1.4961 3.2213
C -7.9235 1.0393 4.3010
H -8.3364 2.9876 0.6811
H -9.5398 2.8660 1.9926
H -9.9078 2.3637 0.3362
H -4.9790 -0.4540 2.4742
H -5.4240 -2.0978 2.0085
H -5.7694 -1.5714 3.6013
H -7.4466 0.2170 4.8344
H -8.8930 0.6377 4.0062
H -8.1425 1.9758 4.8139
C 1.1512 12.6207 -6.5480
O 0.8176 11.3287 -6.0990
P 0.0924 11.1545 -4.6698
O 0.5739 11.9756 -3.5216
O -1.4668 11.3938 -5.0005
C -2.4254 11.2481 -4.0080
O 0.1918 9.5362 -4.4010
C -0.3529 8.5941 -5.2926
H 2.2147 12.8402 -6.6416
H 0.8441 13.4515 -5.9127
H 0.7899 12.7866 -7.5629
H -3.1816 10.5726 -4.4079
H -2.8879 12.2044 -3.7637
H -1.9268 10.7709 -3.1643
H 0.4149 8.1291 -5.9109
H -1.0977 8.9816 -5.9877
H -0.8995 7.8202 -4.7536
*
```

The orbital gap comes out at 10.2 eV. The HOMO energy comes out at -9.961 eV. The strongest force on any atom is 0.0590 hartree/bohr. Its SMILES is COP(=O)(OC)OC.COP(=O)(OC)OC.COP(=O)(OC)OC.COP(=O)(OC)OC.COP(=O)(OC)OC.CO.CO.CO.CO.CO.


The evaluated E_tot for the records listed, in turn: -16669.183, -6244.634, -8739.933, -119431.608 eV.